Record 1
The following is a quantum chemistry calculation of a cluster of 2 separate species, C22H36N7O3 in total at a distorted geometry, from OMol25.

Its LUMO energy is -3.1224 eV. As for the HOMO-LUMO gap: 6.6554 eV. The calculation puts the molar mass at 446.6 g mol⁻¹. As for the electronic energy: -1468.76243 Eh. The total charge is +1. The multiplicity is 1.

The geometry in XYZ format:
```
68
Properties=species:S:1:pos:R:3:forces:R:3
O 5.8656 3.3358 2.0301 -0.107 0.030 0.121
O 2.1405 2.2268 0.2038 0.660 0.415 -0.239
N -3.1792 0.9840 -1.2951 0.469 -0.224 -0.059
O -3.6816 3.6645 -1.1446 0.500 -0.594 -0.154
C 5.0764 2.5025 1.6172 1.690 0.698 -1.073
C 1.8309 1.7316 1.2706 1.014 -0.194 -0.983
C 3.3021 -4.1121 -1.2270 -0.125 0.955 0.378
C -2.9233 -0.3175 -1.3455 -0.772 1.826 0.138
C -1.3841 4.1515 -1.6240 -0.927 -0.505 0.213
C -1.6558 -0.8475 -1.5692 2.033 0.284 -0.221
C -0.0919 3.7067 -1.9219 0.300 -1.396 -0.149
C -2.4122 3.2278 -1.4193 0.026 1.253 -0.009
C -0.5863 0.0221 -1.7933 -1.613 -1.465 0.417
C 0.1764 2.3350 -2.0007 0.268 1.656 -0.116
C -2.1544 1.8431 -1.4915 0.239 -0.314 -0.111
C -0.8392 1.3958 -1.7619 0.523 0.838 -0.207
N 4.0477 -4.9244 -0.5310 0.879 -0.376 1.268
N 0.5372 1.5469 1.5450 -1.082 -0.471 0.857
N -4.0349 -1.1000 -1.2089 -0.985 -1.022 -0.292
N 3.0546 -2.8753 -0.8303 0.000 0.518 0.358
N 4.0901 2.0956 2.4267 -2.086 -0.856 0.437
N 2.7991 -4.5650 -2.3407 -0.847 -0.275 -1.595
C 5.2969 1.9147 0.2365 -0.169 0.273 0.151
C -0.0653 0.9014 2.7131 0.329 0.344 -0.108
C -6.7505 0.3593 -0.4089 -0.084 0.076 0.286
C -4.2566 -1.8043 0.0574 -0.418 -0.337 -0.310
C 3.5100 -2.2566 0.4305 -0.017 0.116 0.105
C -6.4128 -0.5729 0.7598 -0.142 -0.191 -0.396
C -5.7628 -1.9042 0.3315 0.256 0.186 0.533
C 2.9576 -0.8371 0.5916 0.208 -0.230 0.060
C 3.3440 -0.2625 1.9687 -0.396 -0.381 -0.643
C 2.9216 1.2042 2.2229 0.363 0.417 0.982
H -4.2406 2.8643 -1.0851 0.223 0.277 0.000
H -1.6038 5.2130 -1.5615 -0.049 -0.166 0.009
H -1.5403 -1.9230 -1.6070 0.006 0.005 -0.023
H 0.7051 4.4260 -2.0915 -0.157 -0.150 0.044
H 0.4099 -0.3506 -2.0048 -0.017 0.077 -0.020
H 1.1877 2.0131 -2.2316 -0.200 -0.060 0.106
H 4.4613 -4.5935 0.3218 0.170 -0.249 0.105
H 4.2295 -5.8586 -0.8487 0.115 -0.074 0.150
H -0.0873 1.9155 0.8395 0.135 -0.009 -0.047
H -4.8464 -0.5588 -1.4957 0.332 -0.280 0.333
H 2.5018 -2.2993 -1.4429 -0.057 0.092 -0.006
H 4.1326 2.5779 3.3132 -0.151 0.015 -0.061
H 2.9899 -5.5058 -2.6348 -0.110 0.022 -0.220
H 2.2236 -3.9771 -2.9177 -0.045 -0.167 -0.154
H 4.4809 2.1909 -0.4234 -0.213 -0.195 -0.032
H 6.2180 2.3332 -0.1674 -0.055 -0.032 0.229
H 5.4028 0.8386 0.3031 -0.087 -0.334 -0.131
H 0.1043 1.5045 3.6077 -0.098 -0.136 0.067
H 0.3519 -0.0958 2.8605 -0.075 -0.034 0.070
H -1.1429 0.8087 2.5614 0.225 0.030 -0.061
H -7.3414 -0.1692 -1.1634 0.034 0.096 0.041
H -5.8494 0.7569 -0.8782 -0.176 0.166 0.034
H -7.3368 1.2082 -0.0441 0.050 -0.066 -0.164
H -3.7659 -1.2855 0.8897 -0.022 0.054 0.005
H -3.8324 -2.8121 -0.0083 0.017 0.054 0.071
H 3.1681 -2.8609 1.2741 0.008 -0.131 -0.031
H 4.6016 -2.2110 0.4481 0.039 -0.094 -0.050
H -5.7644 -0.0514 1.4714 -0.046 -0.090 0.013
H -7.3479 -0.8055 1.2799 0.139 0.035 0.026
H -5.9031 -2.6220 1.1458 0.035 -0.026 -0.120
H -6.2759 -2.3089 -0.5473 0.074 -0.004 0.040
H 3.3534 -0.2073 -0.2051 -0.105 0.104 -0.052
H 1.8701 -0.8738 0.5080 -0.103 0.093 -0.113
H 2.8639 -0.8815 2.7286 0.051 -0.091 0.043
H 4.4206 -0.3654 2.1137 -0.039 0.178 0.064
H 2.4420 1.1958 3.2001 0.165 0.037 0.197
```
Forces are in eV/Å.

=====

Record 2
The following is a quantum chemistry calculation of an isolated molecule of C3H4N2O, from OMol25.

Its LUMO energy is 0.9479 eV. The value obtained for the energy above the lowest of the compared OMol25 structures with the same formula, charge and spin is 106.5 kJ/mol. As for the HOMO-LUMO gap: 10.3205 eV. The calculation puts the molar mass at 84.1 g mol⁻¹. As for the electronic energy: -301.44667 Eh. Its SMILES is Oc1cc[nH]n1. The multiplicity is 1.

The geometry in XYZ format:
```
10
Properties=species:S:1:pos:R:3:forces:R:3
O -1.2331 0.2305 1.9039 -0.063 -0.136 0.017
C -0.6235 0.0397 0.7004 0.017 -0.025 -0.251
C 0.6114 -0.6061 0.4572 0.005 0.017 -0.014
C 0.7691 -0.5146 -0.9056 -0.078 0.045 0.013
N -0.3112 0.1530 -1.3691 0.111 -0.030 -0.193
N -1.1800 0.4982 -0.4057 0.153 -0.114 0.249
H -1.5399 -0.6279 2.2203 0.029 0.161 0.068
H 1.2831 -1.0442 1.1810 -0.120 0.039 -0.129
H 1.5477 -0.8694 -1.5666 -0.104 0.089 0.101
H -0.5193 0.4069 -2.3205 0.051 -0.046 0.138
```
Forces are in eV/Å.

=====

Record 3
The following is a quantum chemistry calculation of a structure of composition C6H4F3HgNO3S2, from OMol25.

Its LUMO energy (alpha / beta) is 2.5654 / 1.1975 eV. The value obtained for the energy above the lowest of the compared OMol25 structures with the same formula, charge and spin is 0.0 kJ/mol. As for the HOMO-LUMO gap (alpha / beta): 7.3409 / 6.1641 eV. The calculation puts the molar mass at 459.8 g mol⁻¹. As for the electronic energy: -1760.99279 Eh. The total charge is -1. The multiplicity is 2.

The geometry in XYZ format:
```
20
Properties=species:S:1:pos:R:3:forces:R:3
Hg 0.4206 -0.1455 -3.8804 0.101 0.120 0.568
F 0.7604 -1.6598 4.3607 0.084 -0.104 -0.128
C 0.0920 -0.6388 3.7819 -0.002 -0.036 0.360
F -1.1021 -0.5943 4.4058 -0.204 -0.024 -0.191
F 0.7361 0.4824 4.1300 0.102 0.134 -0.216
C -0.0314 -0.8321 2.2952 0.026 0.057 -0.083
C 0.4542 0.1033 1.3950 -0.125 -0.179 0.153
C 0.3355 -0.1734 0.0357 0.059 0.286 0.215
N -0.2071 -1.2878 -0.4209 -0.066 -0.048 -0.504
C -0.6863 -2.1652 0.4433 -0.075 -0.215 0.454
C -0.6322 -1.9919 1.8187 0.150 0.247 -0.051
H 0.8996 1.0232 1.7357 0.083 0.091 0.004
H 0.6684 0.5418 -0.7092 0.058 -0.067 0.056
H -1.1305 -3.0571 0.0206 -0.051 -0.077 -0.001
H -1.0306 -2.7220 2.5053 -0.051 -0.143 -0.004
O -1.1689 1.9060 -4.8309 -0.010 -0.113 -0.191
S 0.0495 2.6713 -4.5776 -0.078 0.539 -0.305
O -0.1137 4.1021 -4.6801 0.001 0.262 0.068
O 1.2193 2.1394 -5.2704 -0.055 -0.076 -0.229
S 0.4669 2.2979 -2.5581 0.051 -0.655 0.025
```
Forces are in eV/Å.

=====

Record 4
The following is a quantum chemistry calculation of an isolated molecule of C9H10N2S at a distorted geometry, from OMol25.

Its LUMO energy is -0.5069 eV. The value obtained for the energy above the lowest of the compared OMol25 structures with the same formula, charge and spin is 366.8 kJ/mol. As for the HOMO-LUMO gap: 8.5009 eV. The calculation puts the molar mass at 178.3 g mol⁻¹. As for the electronic energy: -856.51496 Eh. Its SMILES is N#CC1=NC=C[C@H](SC2CC2)C1. The multiplicity is 1.

The geometry in XYZ format:
```
22
Properties=species:S:1:pos:R:3:forces:R:3
N 0.9104 1.1329 -3.5980 0.297 -1.520 1.690
C 1.1577 0.4759 -2.6633 -0.726 1.876 -3.116
C 1.5581 -0.0147 -1.4022 1.166 0.216 -0.324
N 2.3785 -0.9939 -1.3370 -0.187 0.238 1.018
C 2.7952 -1.3068 -0.0055 -3.281 0.913 0.240
C 2.0330 -1.0043 1.0755 0.826 0.097 -1.434
C 0.8653 -0.1025 0.9246 0.361 0.451 -0.818
S -0.6077 -1.1867 0.8518 -0.523 0.589 0.181
C -1.9228 0.0941 1.0411 3.551 1.080 1.360
C -2.3406 0.6533 -0.2979 -0.976 2.128 -0.090
C -3.2450 -0.2441 0.5746 -0.481 -1.101 -1.043
C 1.2004 0.8581 -0.2734 -3.488 1.387 1.598
H 3.3677 -2.1467 0.0664 2.334 -1.684 0.046
H 2.2296 -1.4758 2.0129 0.057 -0.259 0.466
H 0.7276 0.4426 1.8222 -0.074 0.859 0.809
H -1.7545 0.7377 2.0068 -0.544 -1.135 -2.114
H -1.8769 0.2104 -1.1807 -0.248 -0.343 0.450
H -2.5551 1.7513 -0.5669 0.149 -1.679 1.202
H -4.0087 0.1358 1.2859 0.073 -0.435 -1.328
H -3.2621 -1.2640 0.0931 -0.854 1.073 1.042
H 0.3658 1.7173 -0.4474 1.415 -2.618 -0.055
H 1.9843 1.5300 0.0176 1.154 -0.132 0.219
```
Forces are in eV/Å.

=====

Record 5
The following is a quantum chemistry calculation of a structure of composition C2H5N3OS at a distorted geometry, from OMol25.

Its LUMO energy is 0.0007 eV. The value obtained for the energy above the lowest of the compared OMol25 structures with the same formula, charge and spin is 450.0 kJ/mol. As for the HOMO-LUMO gap: 8.7855 eV. The calculation puts the molar mass at 119.1 g mol⁻¹. As for the electronic energy: -716.76931 Eh. The multiplicity is 1.

The geometry in XYZ format:
```
12
Properties=species:S:1:pos:R:3:forces:R:3
C -0.2173 0.4106 -0.2949 4.367 -5.067 0.683
C -1.6430 0.4442 -0.1036 -0.300 1.083 -0.065
H 1.9466 -2.1192 0.4299 -1.725 3.325 -1.718
H 2.2379 -0.5642 -0.6683 -1.542 -1.917 2.310
H 1.3675 1.2150 0.3948 -0.738 0.729 -1.962
H -0.0503 2.2474 0.5644 2.271 -1.995 -3.975
H -1.4437 -1.7723 0.0736 -1.558 0.892 -0.552
N 1.5954 -1.1135 0.0595 2.518 0.565 -1.117
N 0.2720 -0.8315 -0.0596 -0.917 1.213 -0.386
N 0.6491 1.5273 -0.3746 -1.991 1.614 6.110
O -2.1003 1.5252 0.1409 -1.170 1.517 0.286
S -2.6139 -0.9689 -0.1621 0.785 -1.959 0.386
```
Forces are in eV/Å.

=====

Record 6
The following is a quantum chemistry calculation of an isolated molecule of C6H7N3O at a distorted geometry, from OMol25.

Its LUMO energy is 0.4486 eV. The value obtained for the energy above the lowest of the compared OMol25 structures with the same formula, charge and spin is 181.1 kJ/mol. As for the HOMO-LUMO gap: 9.4787 eV. The calculation puts the molar mass at 137.1 g mol⁻¹. As for the electronic energy: -472.27289 Eh. Its SMILES is N#C[C@@H](O)Cn1ccnc1. The multiplicity is 1.

The geometry in XYZ format:
```
17
Properties=species:S:1:pos:R:3:forces:R:3
N 3.8473 0.3743 0.5860 2.577 0.540 1.576
C 2.9303 0.2601 -0.0572 -0.871 -0.382 -0.913
C 1.6810 -0.0878 -0.6606 -1.842 1.316 0.505
O 1.6515 -1.4116 -1.0466 -0.236 -0.801 0.140
C 0.6521 0.3486 0.5599 0.161 -1.794 -0.705
N -0.7701 0.2141 0.2700 0.111 1.479 -1.687
C -1.6886 -0.7140 0.6526 -0.347 -0.737 1.092
C -2.9093 -0.2500 0.2543 -2.924 -1.054 -1.176
N -2.7469 0.8906 -0.4786 -1.037 0.294 -0.366
C -1.5015 1.1473 -0.4739 3.019 1.225 -1.009
H 1.5517 0.5322 -1.5704 -0.385 -0.334 0.525
H 1.9869 -1.9649 -0.3220 -0.120 0.142 -0.287
H 0.8565 1.4489 0.7025 0.022 -1.420 0.692
H 0.8487 -0.4617 1.3958 0.046 2.312 -1.194
H -1.3914 -1.5892 1.2124 -0.130 0.121 0.013
H -4.0170 -0.6542 0.1442 2.864 0.319 1.051
H -0.9813 1.9176 -1.1683 -0.908 -1.227 1.744
```
Forces are in eV/Å.

=====

Record 7
The following is a quantum chemistry calculation of a cluster of 2 separate species, C3H8NO3 in total at a distorted geometry, from OMol25.

Its LUMO energy is 4.1836 eV. The value obtained for the energy above the lowest of the compared OMol25 structures with the same formula, charge and spin is 93.1 kJ/mol. As for the HOMO-LUMO gap: 8.8537 eV. The calculation puts the molar mass at 106.1 g mol⁻¹. As for the electronic energy: -399.64236 Eh. The total charge is -1. The multiplicity is 1.

The geometry in XYZ format:
```
15
Properties=species:S:1:pos:R:3:forces:R:3
C -0.3616 1.0723 -1.0059 0.181 0.369 0.642
O 0.3502 1.8878 -0.0813 0.352 -0.292 0.095
C -1.7517 0.6505 -0.4974 0.356 0.112 -0.530
N -2.0769 -0.7252 -0.8375 -0.730 -0.216 0.476
H -0.4940 1.6634 -1.9174 0.147 0.057 -0.081
H 0.1655 0.1546 -1.2678 0.330 0.002 0.165
H -1.7982 0.8148 0.5781 0.047 -0.182 0.047
H -2.4817 1.3213 -0.9642 -0.230 -0.154 0.187
H -2.1221 -0.8636 -1.8365 0.220 -0.045 0.005
H -1.4154 -1.3769 -0.4189 0.141 0.231 -0.233
O 1.0089 -1.9716 0.4068 0.469 0.211 -0.229
C 1.8018 -1.2629 1.0743 -1.579 -1.002 0.370
O 1.6523 -0.0646 1.3908 0.719 0.481 -0.010
H 2.6219 -1.8598 1.5639 0.257 0.500 -0.205
H 0.8875 1.3122 0.5401 -0.680 -0.071 -0.699
```
Forces are in eV/Å.

=====

Record 8
The following is a quantum chemistry calculation of an isolated molecule of C3H5N3, from OMol25.

Its LUMO energy (alpha / beta) is 0.3667 / 0.3668 eV. The value obtained for the energy above the lowest of the compared OMol25 structures with the same formula, charge and spin is 444.7 kJ/mol. As for the HOMO-LUMO gap (alpha / beta): 7.2080 / 7.2086 eV. The calculation puts the molar mass at 83.1 g mol⁻¹. As for the electronic energy: -281.42066 Eh. The multiplicity is 1.

The geometry in XYZ format:
```
11
Properties=species:S:1:pos:R:3:forces:R:3
N 0.4236 -0.9704 -2.1462 -0.248 -0.004 0.695
C -0.0207 -1.0381 -1.0135 0.100 -0.033 -0.186
C 0.4989 1.6730 0.4010 0.006 -0.049 0.013
N -0.0997 1.0349 1.3359 -0.055 -0.077 -0.129
C -0.6580 -0.1461 1.4233 0.203 0.192 0.181
N -0.3550 -1.2088 0.1824 0.178 0.020 -0.592
H -0.0953 -0.4563 -2.8532 -0.020 -0.045 0.062
H 0.8232 1.1986 -0.5303 -0.079 0.049 0.117
H 0.7365 2.7251 0.5394 -0.023 -0.161 -0.006
H -0.3891 -0.7449 2.2931 -0.092 0.045 -0.132
H -0.8643 -2.0669 0.3681 0.030 0.063 -0.024
```
Forces are in eV/Å.